Here is C4H9N in the gas phase from the Open Molecules 2025 dataset. Energies are from ωB97M-V/def2-TZVPD.

The geometry in XYZ format:
```
14
C4H9N (ωB97M-V/def2-TZVPD)
C 0.7076 -1.7607 0.3337
C 0.2443 -0.3447 0.6092
C 0.9915 0.7542 -0.0630
N -0.3096 0.3473 -0.5299
C -1.4894 1.1799 -0.5678
H 1.6223 -1.9895 0.8928
H -0.0502 -2.5103 0.5802
H 0.9360 -1.8525 -0.7344
H -0.1459 -0.1407 1.6123
H 1.8054 0.4436 -0.7162
H 1.1540 1.7028 0.4515
H -1.6675 1.8702 0.2752
H -1.4371 1.7777 -1.4851
H -2.3613 0.5228 -0.6584
```

Molecular weight in g/mol: 71.12
Kohn-Sham gap in eV: 10.0
Structure (SMILES): C[C@H]1CN1C
Total energy in eV: -5782.629
E_LUMO in eV: 1.2
Max |F| in eV/A: 0.38
ΔE to the lowest compared entry with this formula, charge and spin in kJ/mol: 114.2

Here is C4H9N in the gas phase from the Open Molecules 2025 dataset. Energies are from ωB97M-V/def2-TZVPD.

The geometry in XYZ format:
```
14
C4H9N (ωB97M-V/def2-TZVPD)
C -1.5148 -0.5275 1.1146
C -0.6544 -0.2913 0.1501
N -1.0382 0.2512 -1.0561
C 0.8297 -0.6761 0.1227
C 1.4687 0.6874 -0.2240
H -1.1755 -0.6190 2.1461
H -2.5665 -0.7183 0.9489
H -1.9779 0.6410 -1.1143
H -0.3198 0.7544 -1.6296
H 1.1627 -1.3545 1.0727
H 0.9223 -1.3912 -0.6824
H 0.6419 1.4701 -0.4004
H 2.2095 0.6471 -0.9931
H 2.0125 1.1267 0.5448
```

Molecular weight in g/mol: 71.12
Kohn-Sham gap in eV: 8.9
Structure (SMILES): C=C(N)CC
Total energy in eV: -5782.207
E_LUMO in eV: 1.1
Max |F| in eV/A: 3.12
ΔE to the lowest compared entry with this formula, charge and spin in kJ/mol: 154.9

Here is a molecular structure, C4H9N from the Open Molecules 2025 dataset. Energies are from ωB97M-V/def2-TZVPD.

The geometry in XYZ format:
```
14
C4H9N (ωB97M-V/def2-TZVPD)
C 1.8777 -0.0740 0.8598
C 0.4079 -0.4007 0.9356
C -0.3883 0.7773 0.4955
N -0.2526 0.0571 -0.7915
C -1.5670 -0.4200 -1.2436
H 2.0645 0.2819 1.8851
H 2.5183 -0.9478 0.7057
H 2.1793 0.7347 0.1740
H 0.1353 -0.9234 -0.3986
H 0.0891 1.7615 0.4754
H -1.4212 0.8339 0.8574
H -2.1582 -0.8450 -0.4169
H -2.1063 0.4292 -1.6825
H -1.4048 -1.1807 -2.0145
```

Molecular weight in g/mol: 71.12
Kohn-Sham gap in eV: 9.7
Total energy in eV: -5779.601
E_LUMO in eV: 1.3
Max |F| in eV/A: 0.56
ΔE to the lowest compared entry with this formula, charge and spin in kJ/mol: 406.3

Here is C4H9N in the gas phase from the Open Molecules 2025 dataset. Energies are from ωB97M-V/def2-TZVPD.

The geometry in XYZ format:
```
14
C4H9N (ωB97M-V/def2-TZVPD)
C 0.7589 -1.2347 -1.4339
C -0.1833 -0.2450 -0.8468
C -0.1698 0.2262 0.4014
C -1.1272 1.3849 0.7269
N 0.7533 -0.0917 1.3854
H 0.5062 -2.2974 -1.4019
H 0.9566 -1.0194 -2.4885
H 1.7787 -1.2358 -1.0117
H -0.9267 0.0286 -1.5866
H -1.2755 1.3671 1.8070
H -2.0624 1.1675 0.2161
H -0.7409 2.3343 0.3655
H 0.8542 -1.0112 1.8064
H 0.8778 0.6265 2.0609
```

Molecular weight in g/mol: 71.12
Kohn-Sham gap in eV: 9.1
Structure (SMILES): C/C=C(/C)N
Total energy in eV: -5783.287
E_LUMO in eV: 1.1
Max |F| in eV/A: 1.81
ΔE to the lowest compared entry with this formula, charge and spin in kJ/mol: 50.7

Here is C4H9N in the gas phase from the Open Molecules 2025 dataset. Energies are from ωB97M-V/def2-TZVPD.

The geometry in XYZ format:
```
14
C4H9N (ωB97M-V/def2-TZVPD)
C -1.0641 -0.4532 -0.3571
C 0.2867 -1.0851 -0.0541
C 1.1659 0.1373 -0.4518
N 0.6764 1.1613 0.5377
C -0.8082 0.9902 0.3841
H -1.0433 -0.0352 -1.3532
H -1.9987 -1.0577 -0.0943
H 0.3779 -1.1477 1.0689
H 0.6275 -2.1086 -0.4235
H 1.0604 0.2556 -1.5466
H 2.2884 -0.1510 -0.2252
H 1.0126 0.7616 1.3789
H -1.4597 0.8623 1.2854
H -1.1219 1.8701 -0.1493
```

Molecular weight in g/mol: 71.12
Kohn-Sham gap in eV: 10.4
Structure (SMILES): C1CCNC1
Total energy in eV: -5782.376
E_LUMO in eV: 1.1
Max |F| in eV/A: 3.82
ΔE to the lowest compared entry with this formula, charge and spin in kJ/mol: 138.5

Here is 2 unconnected molecules or ions with the total composition C4H9N from the Open Molecules 2025 dataset. Energies are from ωB97M-V/def2-TZVPD.

The geometry in XYZ format:
```
14
C4H9N (ωB97M-V/def2-TZVPD)
C -1.9340 2.0933 -1.3726
N -1.5735 1.2216 -0.5476
C -0.9783 -0.0214 -0.9479
H -2.6933 2.7790 -0.9942
H -1.6094 2.2426 -2.3995
H -0.2894 -0.3911 -0.1514
H -1.6747 -0.8361 -0.9792
H -0.5870 0.0979 -2.0084
C 1.4215 -1.7341 1.7092
C 2.2966 -0.6800 1.5277
H 1.7061 -2.7750 1.4540
H 0.5189 -1.5480 2.3026
H 3.2492 -0.8695 0.9147
H 2.1473 0.4209 1.4924
```

Molecular weight in g/mol: 71.12
Kohn-Sham gap in eV: 10.4
Structure (SMILES): C=NC.C=C
Total energy in eV: -5781.234
E_LUMO in eV: 1.2
Max |F| in eV/A: 3.09
ΔE to the lowest compared entry with this formula, charge and spin in kJ/mol: 248.7

Here is C4H9N in the gas phase from the Open Molecules 2025 dataset. Energies are from ωB97M-V/def2-TZVPD.

The geometry in XYZ format:
```
14
C4H9N (ωB97M-V/def2-TZVPD)
C -1.9588 -1.0286 0.6963
C -0.6924 -0.8589 0.0072
C -0.3288 0.3074 -0.5813
C 1.1716 0.5117 -0.7653
N 1.7358 1.1787 0.4302
H -1.7618 -1.5523 1.6494
H -2.6189 -1.8029 0.2650
H -2.5535 -0.1409 0.8946
H -0.0307 -1.6993 -0.1871
H -1.0618 1.0471 -0.8823
H 1.4779 1.0371 -1.6701
H 1.5430 -0.5082 -0.8776
H 2.6907 0.8539 0.5226
H 1.2753 0.7729 1.2440
```

Molecular weight in g/mol: 71.12
Kohn-Sham gap in eV: 10.1
Structure (SMILES): C/C=C/CN
Total energy in eV: -5782.698
E_LUMO in eV: 1.2
Max |F| in eV/A: 2.74
ΔE to the lowest compared entry with this formula, charge and spin in kJ/mol: 107.5

Here is a molecular structure, C4H9N from the Open Molecules 2025 dataset. Energies are from ωB97M-V/def2-TZVPD.

The geometry in XYZ format:
```
14
C4H9N (ωB97M-V/def2-TZVPD)
C -1.7951 0.0982 -0.0525
C 0.6104 1.0150 0.0328
C 1.6233 -0.1100 -0.1939
C 0.3644 -0.9637 0.0327
H -2.2871 -0.8087 -0.6274
H -1.9678 -0.2104 1.0163
H -2.2013 1.0566 -0.3650
H 0.5623 1.4259 1.1059
H 0.6795 1.9304 -0.5371
H 2.0000 -0.0732 -1.2227
H 2.3651 -0.2348 0.6665
H 0.2836 -1.2941 1.1655
H 0.1476 -1.8908 -0.6059
N -0.3849 0.0597 -0.4153
```

Molecular weight in g/mol: 71.12
Kohn-Sham gap in eV: 9.8
Total energy in eV: -5781.875
E_LUMO in eV: 1.2
Max |F| in eV/A: 5.89
ΔE to the lowest compared entry with this formula, charge and spin in kJ/mol: 186.8